DFT (the ωB97M-V functional and the def2-TZVPD basis) results for a molecular structure, C46H59AuN4OP3Te at a distorted geometry.

```
! RIJCOSX wB97M-V def2-TZVPD def2/J DEFGRID3
* xyz 3 1
Au -0.89 0.14 0.11
C -0.09 -2.92 -1.04
N -0.72 -2.32 -2.25
C -0.33 -1.15 -2.58
P -2.24 1.80 -0.85
C -3.07 2.94 0.22
C -2.27 3.85 0.94
C -2.86 4.77 1.78
C -4.25 4.80 1.92
C -5.04 3.90 1.20
C -4.46 2.98 0.35
C -3.41 1.09 -2.01
C -3.75 -0.26 -1.95
C -4.66 -0.79 -2.85
C -5.21 0.02 -3.83
C -4.86 1.36 -3.92
C -3.96 1.90 -3.01
C -1.75 -3.03 -3.00
C -2.44 -4.06 -2.39
C -3.40 -4.75 -3.12
C -3.65 -4.41 -4.44
C -2.94 -3.37 -5.04
C -1.98 -2.68 -4.32
P -0.71 -2.18 0.55
C 0.54 -2.80 1.70
C 0.21 -3.55 2.83
C 1.21 -3.95 3.70
C 2.53 -3.61 3.46
C 2.86 -2.85 2.34
C 1.87 -2.43 1.47
C -2.26 -2.98 0.93
C -3.41 -2.22 1.16
C -4.61 -2.84 1.46
C -4.68 -4.23 1.55
C -3.53 -5.00 1.34
C -2.34 -4.38 1.04
H 0.97 -2.68 -1.11
H -0.19 -4.00 -1.05
H -0.85 -0.62 -3.37
H 0.50 -0.69 -2.07
H -1.20 3.86 0.79
H -2.26 5.50 2.31
H -4.72 5.53 2.56
H -6.12 3.93 1.31
H -5.08 2.30 -0.22
H -3.32 -0.90 -1.18
H -4.94 -1.84 -2.78
H -5.92 -0.39 -4.53
H -5.29 1.99 -4.68
H -3.70 2.95 -3.08
H -2.28 -4.33 -1.36
H -3.95 -5.55 -2.65
H -4.39 -4.96 -5.01
H -3.12 -3.11 -6.07
H -1.40 -1.92 -4.82
H -0.82 -3.83 3.03
H 0.95 -4.55 4.57
H 3.31 -3.94 4.14
H 3.89 -2.58 2.16
H 2.13 -1.81 0.63
H -3.36 -1.14 1.09
H -5.50 -2.25 1.63
H -5.62 -4.71 1.78
H -3.58 -6.07 1.43
H -1.45 -4.99 0.91
O 1.44 0.48 -0.13
P 2.78 1.21 -0.18
N 2.57 2.70 -0.79
C 1.49 3.07 -1.73
C 1.53 4.60 -1.72
C 3.02 4.89 -1.55
C 3.49 3.83 -0.56
N 3.36 1.23 1.36
C 2.64 0.66 2.49
C 3.60 0.83 3.68
C 4.53 1.96 3.25
C 4.70 1.69 1.77
N 3.94 0.52 -1.07
C 4.64 -0.72 -0.70
C 6.05 -0.50 -1.24
C 5.84 0.35 -2.50
C 4.41 0.91 -2.41
H 0.54 2.66 -1.40
H 1.70 2.70 -2.74
H 0.97 4.99 -0.86
H 1.11 5.03 -2.62
H 3.23 5.90 -1.20
H 3.52 4.77 -2.51
H 3.40 4.19 0.47
H 4.53 3.55 -0.73
H 2.37 -0.38 2.32
H 1.71 1.21 2.64
H 4.16 -0.09 3.84
H 3.07 1.04 4.61
H 5.47 1.95 3.79
H 4.06 2.93 3.41
H 5.45 0.91 1.60
H 5.01 2.57 1.21
H 4.16 -1.59 -1.17
H 4.60 -0.86 0.38
H 6.55 -1.44 -1.45
H 6.64 0.04 -0.50
H 5.96 -0.24 -3.40
H 6.57 1.16 -2.55
H 3.78 0.46 -3.19
H 4.36 1.99 -2.52
C -0.65 -0.11 4.34
Te -1.38 1.30 2.97
C -0.47 2.98 3.85
H 0.39 0.12 4.54
H -0.75 -1.10 3.91
H -1.25 -0.02 5.24
H -1.23 3.44 4.48
H -0.17 3.66 3.06
H 0.38 2.64 4.43
*
```

Calculated values
E_HOMO (spin up / spin down) = -15.10 / -14.82 eV
LUMO (spin up / spin down) = -10.44 / -10.76 eV
total energy = -95497.1726 eV
gap between HOMO and LUMO (spin up / spin down) = 4.7 / 4.1 eV

DFT (the ωB97M-V functional and the def2-TZVPD basis) results for a molecular structure, C24H20Cl5N6O2Sn at a distorted geometry.

```
! RIJCOSX wB97M-V def2-TZVPD def2/J DEFGRID3
* xyz 3 1
Sn 0.39 -0.98 -0.05
C -1.79 1.41 -1.17
N -1.87 0.19 -1.72
C -1.33 -0.11 -3.07
C 0.16 0.09 -3.10
N 0.96 -0.13 -2.05
C 2.26 0.19 -2.48
C 3.48 0.15 -1.81
C 4.60 0.49 -2.53
C 4.52 0.86 -3.89
C 3.32 0.90 -4.56
C 2.20 0.56 -3.82
N 0.85 0.48 -4.17
C -0.37 3.36 0.83
N 0.17 3.98 1.64
C 0.56 3.94 3.00
C 1.21 5.06 3.51
C 1.57 5.09 4.84
C 1.27 4.01 5.64
C 0.62 2.90 5.11
C 0.24 2.81 3.77
N -0.87 1.07 2.02
H -2.67 2.14 0.95
H -1.37 2.26 -1.71
H -2.79 -0.24 -1.59
H -1.83 0.52 -3.80
H -1.56 -1.15 -3.31
H 3.56 -0.13 -0.77
H 5.57 0.48 -2.05
H 5.43 1.12 -4.42
H 3.26 1.19 -5.60
H 0.46 0.70 -5.07
H 1.41 5.89 2.84
H 2.07 5.96 5.25
H 1.54 4.01 6.68
H 0.39 2.09 5.79
H -2.22 0.28 0.60
Cl -3.70 1.23 6.01
C -2.19 1.02 5.24
C -1.92 1.62 4.08
Cl -3.07 2.60 3.23
C -0.58 1.52 3.40
Cl -1.56 1.42 0.71
C 0.23 0.27 3.86
O 1.03 -0.23 3.11
C -0.06 -0.25 5.21
Cl 1.05 -1.38 5.84
C -1.18 0.12 5.86
Cl -1.52 -0.47 7.41
C 0.23 -4.47 0.92
C -0.97 -3.89 0.25
N -1.97 -4.68 -0.06
O -1.05 -2.64 -0.03
H -0.03 -5.31 1.55
H 0.74 -3.72 1.52
H 0.92 -4.83 0.15
H -1.94 -5.66 0.16
H -2.78 -4.32 -0.53
*
```

Calculated values
E_HOMO = -15.87 eV
LUMO = -10.47 eV
relative energy (zero: lowest compared OMol25 entry of this formula, charge and spin) = 14.983 eV
total energy = -106653.6122 eV
gap between HOMO and LUMO = 5.4 eV

DFT (the ωB97M-V functional and the def2-TZVPD basis) results for 7 unconnected molecules or ions with the total composition C45H100N4O7 at a distorted geometry.

```
! RIJCOSX wB97M-V def2-TZVPD def2/J DEFGRID3
* xyz 0 1
C 3.69 -0.76 -0.74
C 4.41 0.52 -1.16
C 5.91 0.28 -1.22
C 3.88 0.95 -2.55
C 4.15 2.41 -2.93
C 3.53 3.30 -1.84
C 4.10 3.01 -0.44
C 5.51 3.52 -0.26
C 3.32 3.75 0.67
N 3.95 1.51 -0.17
O 4.35 1.14 1.12
H 4.09 -1.60 -1.29
H 3.84 -1.03 0.30
H 2.64 -0.70 -0.96
H 6.09 -0.59 -1.87
H 6.40 1.17 -1.54
H 6.18 -0.02 -0.22
H 4.14 0.24 -3.29
H 2.80 0.86 -2.59
H 5.23 2.68 -2.94
H 3.68 2.78 -3.83
H 2.44 3.13 -1.92
H 3.63 4.37 -2.06
H 5.70 3.35 0.79
H 5.55 4.58 -0.33
H 6.27 3.00 -0.90
H 2.31 3.41 0.84
H 3.36 4.82 0.39
H 3.76 3.68 1.63
H 5.26 1.33 1.31
C -0.11 -1.57 -7.73
C -0.64 -0.94 -6.50
C 0.38 0.07 -5.87
C -1.93 -0.11 -6.93
C -2.90 0.21 -5.79
C -3.17 -1.08 -4.96
C -1.90 -1.73 -4.42
C -1.28 -0.99 -3.30
C -2.38 -3.10 -3.90
N -1.03 -2.06 -5.63
O 0.24 -2.66 -5.04
H -0.91 -2.17 -8.21
H 0.20 -0.84 -8.49
H 0.70 -2.22 -7.46
H 0.84 0.58 -6.71
H -0.15 0.76 -5.27
H 1.13 -0.54 -5.37
H -1.57 0.79 -7.38
H -2.49 -0.74 -7.68
H -2.52 1.00 -5.16
H -3.78 0.72 -6.17
H -3.70 -1.84 -5.61
H -3.83 -0.86 -4.16
H -1.96 -1.06 -2.44
H -1.07 0.07 -3.39
H -0.47 -1.39 -2.73
H -2.47 -3.64 -4.81
H -3.27 -3.01 -3.24
H -1.71 -3.65 -3.20
H 0.20 -3.57 -5.35
C -3.56 -2.36 1.70
C -2.78 -3.63 2.21
C -3.54 -4.81 1.46
C -1.30 -3.49 1.79
C -0.51 -4.58 2.44
C -0.66 -4.60 3.94
C -2.15 -4.74 4.32
C -2.70 -6.17 4.19
C -2.35 -4.51 5.87
N -2.91 -3.66 3.68
O -4.28 -3.81 4.04
H -3.05 -1.55 2.20
H -3.47 -2.34 0.60
H -4.51 -2.40 2.15
H -3.23 -5.78 1.84
H -4.61 -4.66 1.60
H -3.42 -4.82 0.37
H -1.27 -3.67 0.72
H -0.85 -2.52 2.07
H -0.86 -5.61 2.13
H 0.53 -4.55 2.23
H -0.23 -3.73 4.47
H -0.17 -5.52 4.30
H -3.79 -6.16 4.55
H -2.18 -6.80 4.86
H -2.70 -6.69 3.21
H -3.43 -4.40 6.10
H -1.76 -3.57 6.09
H -1.92 -5.25 6.54
H -4.58 -4.62 3.69
C 3.15 -0.16 5.70
C 2.04 0.14 4.57
C 2.62 -0.58 3.34
C 0.74 -0.61 4.90
C 0.10 -0.07 6.19
C -0.25 1.42 5.95
C 0.94 2.27 5.44
C 0.57 3.57 4.76
C 1.87 2.61 6.62
N 1.64 1.49 4.33
O 2.84 2.22 3.90
H 4.09 0.50 5.63
H 2.88 0.00 6.75
H 3.55 -1.17 5.60
H 3.56 -0.10 3.12
H 2.90 -1.63 3.55
H 1.97 -0.54 2.49
H 0.03 -0.47 4.11
H 0.97 -1.70 5.01
H -0.74 -0.72 6.52
H 0.83 0.01 7.01
H -0.58 1.96 6.86
H -1.00 1.49 5.18
H -0.18 4.08 5.40
H 0.10 3.47 3.80
H 1.47 4.13 4.68
H 1.83 1.82 7.38
H 1.28 3.46 7.22
H 2.87 2.85 6.37
H 2.65 2.34 2.97
C -0.85 2.16 1.06
C 0.04 1.05 0.49
C -0.75 -0.19 0.03
O 0.88 1.61 -0.54
H -1.40 2.69 0.28
H -0.24 2.91 1.62
H -1.66 1.80 1.71
H 0.60 0.67 1.27
H -1.39 -0.53 0.82
H -0.14 -0.94 -0.44
H -1.44 0.13 -0.80
H 1.81 1.26 -0.50
C -1.20 3.70 -4.61
C -0.14 3.27 -3.66
C 0.51 4.49 -2.94
O -0.75 2.48 -2.73
H -0.75 4.35 -5.35
H -1.92 4.25 -4.00
H -1.57 2.79 -5.12
H 0.65 2.67 -4.19
H 1.40 4.80 -3.54
H 0.77 4.30 -1.92
H -0.25 5.29 -3.04
H -0.11 2.24 -2.06
C -4.42 2.99 -2.42
C -4.13 1.79 -1.57
C -5.34 0.92 -1.21
O -3.17 0.90 -2.16
H -5.41 3.44 -2.23
H -4.29 2.74 -3.49
H -3.74 3.81 -2.16
H -3.63 1.97 -0.63
H -5.58 0.34 -2.13
H -6.17 1.61 -0.75
H -4.96 0.26 -0.49
H -2.36 1.37 -2.43
*
```

Calculated values
E_HOMO = -8.65 eV
LUMO = 0.54 eV
relative energy (zero: lowest compared OMol25 entry of this formula, charge and spin) = 2.182 eV
structure (SMILES) = CC1(C)CCCC(C)(C)N1O.CC1(C)CCCC(C)(C)N1O.CC1(C)CCCC(C)(C)N1O.CC1(C)CCCC(C)(C)N1O.CC(C)O.CC(C)O.CC(C)O
total energy = -68572.8128 eV
gap between HOMO and LUMO = 9.2 eV